Below is one molecule with the formula C3H4ClFN2, with properties calculated with wB97M-V/def2-TZVPD.

Results
SMILES	[H]/N=C\N/C=C(\F)Cl
ΔE to the lowest compared entry with this formula, charge and spin	141.24	kJ/mol
energy	-21393.7754	eV

Each line ends with the Löwdin charge.
Geometry (Å):
H  1.79  -0.31  0.39  -0.002
N  1.78  -1.25  0.12  0.120
C  0.59  -1.53  -0.07  -0.280
N  -0.71  -0.80  -0.03  -0.001
C  -0.93  0.66  -0.19  -0.127
C  -0.08  1.61  0.16  -0.676
F  1.11  1.33  0.69  0.015
Cl  -0.47  3.37  -0.09  0.609
H  0.32  -2.54  -0.12  0.075
H  -1.58  -1.46  -0.09  0.155
H  -1.83  0.92  -0.77  0.111

Below is C41H45GaNO5P as an isolated structure, with properties calculated with wB97M-V/def2-TZVPD.

Results
ΔE to the lowest compared entry with this formula, charge and spin	193.74	kJ/mol
energy	-116632.3505	eV
net charge	-2

Each line ends with the Löwdin charge.
Geometry (Å):
C  0.01  -0.10  -5.69  -0.233
C  -0.50  -1.10  -4.54  -0.035
C  -0.14  1.32  -5.16  -0.074
C  -1.33  1.21  -4.18  -0.160
H  -0.30  2.05  -5.98  0.132
H  0.75  1.63  -4.60  0.133
C  -1.10  -0.20  -3.52  -0.259
H  0.35  -1.69  -4.16  0.134
H  -1.29  -1.77  -4.93  0.123
C  -0.16  0.08  -2.37  -0.166
H  -2.05  -0.51  -3.07  0.141
H  -2.26  1.22  -4.78  0.151
C  -1.41  2.19  -2.96  -0.433
C  1.40  -0.31  -6.24  -0.459
C  -0.84  -0.28  -6.96  -0.368
O  -1.77  0.52  -7.24  0.076
O  2.13  -1.21  -5.90  0.115
O  1.70  0.60  -7.19  -0.027
O  -0.50  -1.25  -7.85  -0.037
C  -0.07  -2.58  -7.44  -0.017
H  -0.27  -2.82  -6.39  0.091
H  0.99  -2.66  -7.67  0.086
H  -0.65  -3.25  -8.09  0.091
C  2.90  0.31  -7.91  -0.043
H  3.78  0.46  -7.28  0.099
H  2.89  1.02  -8.74  0.092
H  2.88  -0.73  -8.27  0.093
O  -0.68  1.36  -1.82  -0.251
H  0.91  0.14  -2.74  0.105
H  -0.13  -0.82  -1.66  0.127
C  -2.82  2.38  -2.51  -0.044
C  -0.53  3.39  -3.08  -0.065
H  -0.29  3.78  -4.08  0.076
H  0.40  3.13  -2.59  0.080
H  -1.00  4.20  -2.52  0.067
H  -2.75  2.60  -1.44  0.084
H  -3.35  1.43  -2.66  0.085
H  -3.37  3.20  -3.01  0.086
Ga  0.46  1.32  0.37  0.404
C  -2.02  -1.45  1.13  -0.210
C  -2.47  -1.48  -0.24  -0.181
C  -1.67  -2.50  -0.94  -0.232
H  -3.29  -0.93  -0.67  0.039
C  -0.76  -3.08  0.04  -0.203
C  -0.99  -2.43  1.30  -0.207
H  -0.48  -2.72  2.17  0.018
H  -2.41  -0.82  1.87  0.020
H  -1.76  -2.85  -1.96  0.039
H  -0.10  -3.90  -0.16  0.032
C  2.26  1.49  0.06  -0.396
C  2.66  0.44  1.08  -0.184
C  2.92  -0.77  0.37  -0.131
H  2.78  0.65  2.13  0.061
C  2.86  -0.49  -1.06  -0.149
C  2.52  0.85  -1.25  -0.218
H  2.63  1.41  -2.15  0.067
H  2.39  2.55  0.22  0.084
H  3.26  -1.72  0.79  0.074
H  3.18  -1.16  -1.83  0.073
N  -0.36  0.73  1.90  -0.239
P  -0.32  1.00  3.44  0.761
C  -1.73  0.39  4.43  -0.255
C  -1.85  -1.01  4.60  -0.077
C  -2.86  -1.57  5.39  -0.083
C  -3.79  -0.74  6.04  -0.114
C  -3.68  0.65  5.88  -0.111
C  -2.67  1.21  5.09  -0.084
C  1.04  0.26  4.49  -0.277
C  1.19  0.63  5.84  -0.108
C  2.11  -0.04  6.65  -0.108
C  2.85  -1.10  6.14  -0.117
C  2.65  -1.52  4.82  -0.092
C  1.72  -0.87  4.00  -0.083
C  -0.10  2.78  3.89  -0.267
C  -1.19  3.65  3.66  -0.118
C  -1.12  4.98  4.09  -0.119
C  0.06  5.46  4.68  -0.123
C  1.18  4.63  4.78  -0.113
C  1.12  3.30  4.36  -0.093
H  -1.13  -1.69  4.16  0.097
H  -2.94  -2.66  5.50  0.101
H  -4.59  -1.16  6.66  0.090
H  -4.38  1.31  6.41  0.091
H  -2.59  2.29  5.06  0.077
H  0.55  1.40  6.29  0.111
H  2.21  0.24  7.70  0.087
H  3.53  -1.65  6.78  0.086
H  3.16  -2.40  4.42  0.099
H  1.52  -1.30  3.00  0.104
H  -2.11  3.27  3.20  0.109
H  -1.99  5.61  3.98  0.090
H  0.11  6.48  5.03  0.084
H  2.11  4.99  5.22  0.090
H  2.00  2.65  4.49  0.106

Below is one molecule with the formula C4H2N2O, with properties calculated with wB97M-V/def2-TZVPD.

Results
SMILES	C=C=C=NN=C=O
ΔE to the lowest compared entry with this formula, charge and spin	473.11	kJ/mol
energy	-9201.8358	eV

Each line ends with the Löwdin charge.
Geometry (Å):
C  -0.46  0.50  1.77  0.034
C  -0.10  0.13  0.57  -0.096
C  1.02  -0.03  -0.13  -0.081
N  1.47  -0.21  -1.25  0.047
N  0.76  -0.76  -2.35  0.046
C  -0.43  -0.83  -1.99  -0.247
O  -1.30  -0.54  -1.18  0.113
H  -1.40  0.71  2.33  0.086
H  0.42  1.04  2.24  0.098

Below is a 2-piece molecular cluster, C27H31FN2O3 overall, with properties calculated with wB97M-V/def2-TZVPD.

Results
energy	-40317.7450	eV

Each line ends with the Löwdin charge.
Geometry (Å):
C  1.65  4.14  4.43  0.043
H  0.48  3.87  4.57  0.142
O  1.72  4.66  2.98  0.008
C  1.52  3.87  2.08  -0.588
C  1.73  4.48  0.94  0.044
C  1.80  3.59  -0.20  0.043
C  1.41  2.21  -0.03  -0.241
C  0.89  1.93  1.01  -0.080
C  1.09  2.71  2.16  0.002
H  0.78  2.15  3.16  0.172
H  0.70  0.85  1.00  0.145
C  1.27  1.60  -1.53  -0.084
N  1.30  0.09  -1.04  0.018
C  0.61  -0.88  -0.73  -0.760
O  0.84  -1.81  -0.17  0.192
C  -0.81  -0.59  -0.70  -0.051
N  -1.43  -1.08  -1.92  0.087
C  -2.16  -2.09  -2.25  -0.323
O  -2.55  -2.35  -3.62  -0.133
C  -2.72  -2.84  -1.15  -0.261
H  -2.11  -2.79  -0.34  0.109
C  -3.08  -4.20  -1.59  -0.151
C  -3.88  -4.91  -0.50  -0.127
H  -4.13  -5.96  -0.73  0.124
H  -3.31  -4.82  0.20  -0.007
C  -5.20  -4.12  0.07  -0.078
H  -5.98  -4.02  -0.50  0.049
H  -5.58  -4.58  0.80  0.021
C  -4.58  -2.73  0.63  -0.159
C  -4.03  -2.05  -0.58  -0.142
H  -3.71  -0.92  -0.42  0.129
H  -4.81  -1.74  -1.42  0.162
H  -5.54  -2.14  0.86  0.127
H  -4.03  -2.76  1.49  0.079
H  -4.00  -4.04  -2.33  0.160
H  -2.37  -4.76  -2.13  0.112
C  -0.82  -0.25  -3.25  -0.088
C  -0.59  0.91  -3.05  -0.212
C  0.06  1.85  -2.31  0.009
H  0.04  2.92  -2.29  0.117
H  -1.55  1.43  -3.54  0.191
H  0.60  -0.81  -3.24  0.241
H  -1.17  -0.67  -4.02  0.027
H  -1.14  0.53  -0.52  0.179
H  -1.38  -0.94  -0.01  0.059
C  2.72  -0.43  -1.09  -0.007
C  3.42  0.15  0.22  -0.313
C  4.11  1.30  0.19  -0.094
C  4.66  2.08  1.15  0.013
C  4.58  1.45  2.46  -0.262
C  3.71  0.23  2.48  0.026
C  3.24  -0.34  1.32  -0.148
H  2.54  -1.32  1.27  0.181
H  3.54  -0.38  3.57  0.175
F  4.82  1.81  3.65  0.120
H  5.40  2.75  1.17  0.070
H  4.39  1.96  -0.80  0.176
H  2.99  -1.42  -1.02  0.086
H  3.40  0.00  -2.09  0.191
H  2.15  1.43  -2.08  0.105
H  1.91  4.03  -1.24  0.136
H  2.29  5.30  0.75  0.100
H  2.21  3.40  4.59  -0.029
H  2.07  5.06  5.19  0.165

Below is one molecule with the formula C4H7NO2S, with properties calculated with wB97M-V/def2-TZVPD.

Results
SMILES	C[C@H]1S[C@@H]1C(=O)NO
ΔE to the lowest compared entry with this formula, charge and spin	390.54	kJ/mol
energy	-20678.6887	eV

Each line ends with the Löwdin charge.
Geometry (Å):
C  0.69  -2.58  0.11  -0.133
C  0.75  -1.07  0.07  -0.643
S  1.03  -0.29  -1.58  0.826
C  -0.34  -0.16  -0.34  -0.426
C  -0.84  1.25  0.23  -0.431
O  -1.99  1.45  0.63  0.028
N  -0.14  2.34  -0.06  0.054
O  -0.60  3.55  0.60  -0.006
H  1.77  -3.11  -0.26  0.148
H  0.04  -2.73  -0.82  0.076
H  0.32  -3.00  1.05  0.076
H  1.34  -0.59  0.93  0.135
H  -1.19  -0.65  -0.87  0.117
H  0.68  2.42  -0.49  0.077
H  -1.52  3.18  0.80  0.102

Look up the energy of the first one. -21393.7754 eV

Which value of energy does entry 2 give? -116632.3505 eV

Which of these has the lowest energy? C41H45GaNO5P